Entry 1:
{
  "formula": "C30H72N2",
  "method": "ωB97M-V/def2-TZVPD",
  "elements": ["C", "C", "N", "C", "C", "C", "C", "H", "H", "H", "H", "H", "H", "H", "H", "H", "H", "H", "H", "H", "H", "H", "C", "C", "N", "C", "C", "C", "C", "H", "H", "H", "H", "H", "H", "H", "H", "H", "H", "H", "H", "H", "H", "H", "C", "C", "C", "C", "C", "C", "H", "H", "H", "H", "H", "H", "H", "H", "H", "H", "H", "H", "H", "H", "C", "C", "C", "C", "C", "C", "H", "H", "H", "H", "H", "H", "H", "H", "H", "H", "H", "H", "H", "H", "C", "C", "C", "C", "C", "C", "H", "H", "H", "H", "H", "H", "H", "H", "H", "H", "H", "H", "H", "H"],
  "positions_angstrom": [[-4.05409, -2.23826, -1.78326], [-4.57301, -1.03373, -2.68247], [-3.49115, -0.05706, -3.06299], [-3.64448, 0.64675, -4.37254], [-4.74032, 1.63814, -4.45886], [-3.16243, 0.89739, -1.97334], [-1.90456, 1.81248, -2.14778], [-3.34930, -2.83846, -2.31625], [-4.81512, -3.03000, -1.68417], [-3.48944, -1.88024, -0.92381], [-5.44655, -0.45796, -2.15033], [-4.79794, -1.40868, -3.64520], [-3.78618, 0.00322, -5.04393], [-2.76632, 1.11844, -4.55613], [-5.11681, 1.90037, -5.72231], [-4.61621, 2.50090, -4.11334], [-5.77559, 1.24761, -4.07836], [-2.78074, 0.28630, -1.01311], [-3.93673, 1.67470, -1.78316], [-1.04348, 1.39347, -2.38132], [-1.44744, 2.30570, -1.25417], [-2.18175, 2.50176, -2.76114], [4.14242, -3.59375, -2.75524], [3.53239, -2.24719, -2.39064], [2.62771, -2.23911, -1.20412], [2.45587, -1.01430, -0.45154], [1.85499, -0.01680, -1.45507], [1.37015, -2.98362, -1.51089], [1.45754, -4.46164, -0.95753], [3.51146, -4.34849, -2.99899], [4.66760, -4.15466, -2.01172], [4.96872, -3.30810, -3.55702], [3.05953, -2.00558, -3.13399], [4.23840, -1.54041, -2.37709], [3.25793, -0.58465, -0.11855], [1.91650, -1.24634, 0.63040], [2.14355, -0.14959, -2.38678], [2.08757, 1.09534, -0.98358], [0.89469, -0.39754, -1.69956], [1.23584, -3.02407, -2.64183], [0.46121, -2.63112, -1.00684], [1.39111, -4.52457, 0.09110], [2.15204, -4.84526, -1.50017], [0.58052, -5.00134, -1.23548], [3.33165, -0.05871, 4.09945], [2.33582, 0.80460, 3.36981], [1.05825, 0.09926, 3.13732], [0.01029, 0.87959, 2.37491], [-1.37845, 0.27777, 1.96604], [-1.11738, -0.89072, 1.04757], [3.74319, -0.91875, 3.56335], [2.87412, -0.44227, 4.96093], [4.33005, 0.46439, 4.30335], [2.84686, 1.21331, 2.40368], [1.95703, 1.76172, 4.01390], [0.73560, -0.00752, 4.06742], [1.13955, -0.86817, 2.61271], [0.51112, 1.39858, 1.54183], [-0.15767, 1.64239, 2.99297], [-2.19853, 0.86456, 1.48910], [-1.83613, -0.18861, 3.00365], [-0.50429, -1.72605, 1.32439], [-0.77345, -0.57789, 0.18356], [-2.03665, -1.59951, 0.77343], [-8.28157, -4.15027, 1.08543], [-7.09753, -5.02417, 0.51697], [-5.73709, -4.33945, 0.81636], [-5.29372, -3.99847, 2.19113], [-4.07461, -3.08547, 2.27050], [-3.54190, -2.85171, 3.67532], [-9.18564, -4.46381, 0.65951], [-8.13387, -3.27913, 0.76434], [-8.55496, -4.01570, 2.18475], [-7.33161, -5.17434, -0.47611], [-6.90225, -5.88311, 1.19285], [-5.87057, -3.31153, 0.40552], [-5.04378, -4.72492, 0.25829], [-5.00387, -4.78692, 2.68495], [-6.02811, -3.62318, 2.84463], [-4.28552, -2.07098, 1.93637], [-3.38491, -3.51986, 1.51251], [-3.31721, -3.90997, 4.04279], [-4.21934, -2.41870, 4.34920], [-2.62102, -2.40851, 3.77217], [4.24040, 3.77477, 0.90262], [5.43574, 4.38195, 1.20788], [5.59359, 5.70944, 0.46683], [6.97700, 6.45192, 0.72228], [7.04527, 7.76311, -0.13640], [8.44542, 8.25058, -0.08225], [4.07280, 2.63406, 1.36022], [3.97659, 3.76261, -0.21952], [3.55502, 4.45848, 1.42605], [6.30982, 3.94502, 0.72492], [5.79291, 4.43542, 2.27058], [4.73531, 6.42550, 0.64560], [5.32512, 5.46119, -0.64068], [7.82242, 5.84733, 0.61124], [6.81859, 6.85546, 1.73939], [6.16198, 8.38666, 0.17843], [6.85866, 7.61281, -1.15632], [9.05510, 7.46642, -0.45674], [8.82578, 8.52294, 0.88662], [8.90246, 9.00648, -0.80450]],
  "forces_ev_per_a": [[-0.44, 0.83, -1.42], [0.90, 1.41, 1.64], [0.44, 0.76, 1.10], [-1.13, 2.71, 6.39], [-5.82, -5.93, -6.09], [2.27, -0.92, 2.28], [-1.76, -1.99, 4.55], [1.01, 0.10, -0.93], [-0.23, 0.92, 0.95], [-0.75, -0.23, 0.46], [1.22, -1.26, -1.07], [-1.19, -0.65, -0.80], [-0.95, -5.55, -5.35], [2.88, 1.33, -0.57], [1.49, -0.91, 3.57], [1.36, 7.17, 3.21], [1.94, 0.49, -0.41], [-1.93, 1.04, -1.83], [-0.26, -1.03, 0.39], [3.65, -2.79, -2.27], [-1.62, -0.13, 0.21], [-1.02, 4.60, -4.05], [3.89, 2.52, -0.45], [1.50, -5.04, 7.91], [0.16, -1.74, 0.23], [-5.21, -2.36, -1.12], [-0.90, 2.76, 6.38], [0.46, -1.10, 0.34], [-4.59, 3.71, 0.52], [-2.43, -1.68, -1.94], [0.85, 0.52, 1.24], [-1.89, -1.14, 1.15], [-5.72, 2.58, -8.26], [3.06, 2.65, 1.11], [5.53, 1.72, 1.65], [0.49, 0.65, -3.08], [3.20, -0.10, -4.19], [-1.50, -2.48, -1.76], [-2.15, 0.84, 0.85], [-0.19, 0.08, 1.31], [0.37, 0.95, -0.40], [1.10, 0.11, 1.32], [5.07, -3.08, -2.18], [-1.10, -0.29, -0.63], [2.54, 0.94, -0.61], [0.92, 3.23, -1.05], [-0.14, -1.34, -4.61], [-0.10, -0.32, -2.64], [-0.02, -2.71, 3.02], [-4.10, -3.80, 2.20], [-0.75, -0.08, -0.56], [-0.26, -0.46, 1.63], [-1.62, -0.22, 0.31], [-1.12, -0.54, 1.51], [1.54, -1.89, -1.33], [-1.95, -1.37, 4.10], [0.50, 0.02, 0.59], [-0.23, -0.49, -0.37], [-1.16, 3.51, 2.52], [1.13, 0.36, 0.63], [0.82, 1.29, -2.40], [1.06, 0.11, 1.03], [1.80, 1.69, -4.52], [1.10, 2.03, 0.56], [-0.29, -6.31, 3.43], [0.79, 0.86, 6.01], [-5.00, 5.00, 0.36], [-0.18, 2.80, -0.90], [-0.02, 1.09, -1.12], [-0.24, -4.85, -0.46], [-1.43, -0.70, -0.73], [1.21, 7.43, -2.67], [1.13, -0.76, -1.09], [0.13, -0.82, -2.06], [-1.21, -0.63, -1.13], [0.21, -0.34, -0.38], [4.32, -2.56, -2.92], [1.65, -4.95, 2.63], [-1.56, 0.85, 0.39], [-0.41, 0.05, -0.75], [0.32, 0.44, 0.87], [-0.37, 1.15, 0.19], [-1.17, 0.67, 0.69], [2.11, 1.54, -0.29], [-5.52, -4.21, -0.13], [6.87, 2.27, 0.15], [-0.88, 1.22, -1.33], [-4.27, 1.88, -0.45], [-1.07, -0.42, 1.25], [1.94, 1.97, -0.93], [0.47, 3.02, -1.24], [0.45, -0.05, 1.74], [-1.01, -0.73, -0.39], [0.18, -1.17, 0.16], [-0.98, 0.12, -0.61], [0.89, -0.44, 0.44], [1.20, 0.38, 1.46], [1.22, -0.99, -0.06], [0.81, -0.60, -0.06], [1.30, 0.01, 0.05], [-0.54, -0.85, -1.62], [0.61, -1.40, 0.18], [0.01, 0.05, 0.57], [-1.65, -0.04, 0.79]],
  "de_lowest_kcal_mol": 85.67,
  "homo_lumo_gap_ha": 0.31686
}


Entry 2:
{
  "formula": "C7H15NO",
  "method": "ωB97M-V/def2-TZVPD",
  "elements": ["C", "C", "C", "C", "C", "C", "N", "C", "O", "H", "H", "H", "H", "H", "H", "H", "H", "H", "H", "H", "H", "H", "H", "H"],
  "positions_angstrom": [[-0.76151, 0.79076, -0.17766], [-0.33683, -0.61891, 0.23586], [-0.24523, 1.29893, -1.51297], [-2.43186, 0.64772, -0.26334], [2.26086, 0.00880, 0.78449], [1.27560, -0.83416, 0.02316], [-0.59346, -0.84934, 1.66424], [1.70647, -1.78996, -0.81506], [-0.47402, 1.72702, 0.83614], [-0.41434, 1.18710, 1.65570], [-0.81842, -1.37657, -0.38857], [-0.11618, -1.70674, 1.94066], [-1.58881, -1.01061, 1.80642], [-0.39316, 0.55950, -2.30429], [-0.76371, 2.22257, -1.79143], [0.81869, 1.54649, -1.45772], [-2.71450, 0.29165, -1.25757], [-2.91540, 0.00385, 0.47556], [-2.86503, 1.64080, -0.10595], [2.39617, -0.37865, 1.79922], [3.24399, 0.02396, 0.29795], [1.94458, 1.05152, 0.85961], [1.02139, -2.42080, -1.37410], [2.76476, -2.01493, -0.93034]],
  "forces_ev_per_a": [[-3.50, -0.44, 0.36], [3.60, -0.49, -0.33], [0.09, 0.02, 0.13], [1.50, 0.84, -0.39], [0.06, 0.28, 0.11], [-1.49, -0.51, -0.54], [-0.22, -0.10, -0.15], [-0.44, 0.32, 0.51], [0.41, -0.42, 0.38], [-0.05, 0.40, -0.34], [-0.01, 0.21, -0.20], [-0.12, 0.29, 0.01], [0.18, 0.06, 0.07], [0.00, 0.04, 0.10], [-0.06, -0.19, 0.10], [-0.06, -0.18, 0.07], [0.02, -0.01, 0.07], [0.46, -0.13, 0.08], [0.19, -0.05, -0.18], [-0.06, 0.13, -0.02], [-0.22, -0.25, 0.04], [-0.13, -0.13, 0.08], [-0.01, 0.07, 0.08], [-0.12, 0.22, -0.06]],
  "de_lowest_kcal_mol": 36.16,
  "homo_lumo_gap_ha": 0.37025
}


Entry 3:
{
  "formula": "C3H2O3",
  "method": "ωB97M-V/def2-TZVPD",
  "elements": ["C", "C", "C", "O", "O", "O", "H", "H"],
  "positions_angstrom": [[0.60307, -1.10970, -0.88367], [-0.59056, 1.00168, 0.50122], [0.26732, -0.03672, -0.01599], [1.01300, -1.52008, -1.91057], [0.06194, -1.52063, 0.26412], [0.70400, 0.72876, 1.00514], [-0.79984, 1.82249, -0.13303], [-1.25894, 0.63420, 1.17279]],
  "forces_ev_per_a": [[0.60, -0.26, -0.52], [0.62, -0.76, -1.75], [-0.94, -0.12, 1.75], [-0.01, -0.24, 0.14], [-0.02, 0.08, -0.71], [2.21, 0.63, -0.41], [0.07, 1.15, -0.06], [-2.52, -0.49, 1.56]],
  "de_lowest_kcal_mol": 70.95,
  "homo_lumo_gap_ha": 0.42831
}


Entry 4:
{
  "formula": "C5H8N2",
  "method": "ωB97M-V/def2-TZVPD",
  "elements": ["C", "C", "C", "C", "C", "H", "H", "H", "H", "H", "H", "H", "H", "N", "N"],
  "positions_angstrom": [[-0.00556, 0.30141, 1.34548], [-0.83395, -1.06837, -1.04636], [0.49975, -0.43589, -0.80846], [1.25870, 0.83846, -1.07836], [0.23773, 0.81066, 0.01296], [0.97040, -0.07604, 1.85325], [-0.35464, 1.05172, 2.06594], [-1.77303, -0.68085, 1.84204], [-1.32834, -1.32619, -1.93379], [1.23523, -1.07393, -0.25267], [2.34663, 0.76383, -0.85225], [1.02943, 1.49014, -1.90012], [-0.71132, 1.16269, -0.42679], [-1.02984, -0.70243, 1.17930], [-1.54119, -1.05520, -0.00015]],
  "forces_ev_per_a": [[2.52, 0.85, 2.83], [1.57, 1.44, 0.35], [1.48, -0.92, -0.32], [1.07, -0.30, 0.29], [-0.94, 0.25, -1.70], [-1.45, 0.12, -0.92], [-0.22, 0.04, -0.15], [-0.21, 0.15, 0.43], [-0.27, -0.46, -1.27], [-1.05, 0.13, -0.47], [-0.98, 0.11, -0.20], [-0.10, 0.20, -0.19], [0.52, 0.50, 0.50], [-0.32, -0.54, 0.73], [-1.61, -1.57, 0.09]],
  "de_lowest_kcal_mol": 90.84,
  "homo_lumo_gap_ha": 0.34968
}


Entry 5:
{
  "formula": "C8H7FN2",
  "method": "ωB97M-V/def2-TZVPD",
  "elements": ["C", "C", "C", "C", "C", "C", "C", "C", "N", "N", "F", "H", "H", "H", "H", "H", "H", "H"],
  "positions_angstrom": [[-1.43391, 0.93933, -1.67245], [-2.05958, -0.17822, -1.13830], [-0.18448, 1.32008, -1.21855], [-1.45109, -0.92252, -0.13907], [0.41961, 0.58288, -0.20319], [-0.21481, -0.53727, 0.34891], [1.70304, 0.91048, 0.26941], [0.51778, -1.25685, 1.40519], [0.85904, -2.44646, 1.21567], [2.74694, 1.20749, 0.64182], [4.82985, 2.55224, 1.33291], [-1.91900, 1.51034, -2.45009], [-3.02859, -0.47720, -1.50784], [0.32913, 2.17318, -1.63981], [-1.92652, -1.79857, 0.27186], [0.77301, -0.64845, 2.28762], [4.08782, 2.01119, 1.07108], [1.39529, -2.88874, 1.95985]],
  "forces_ev_per_a": [[0.00, 0.01, -0.02], [0.03, -0.03, 0.02], [0.07, 0.02, 0.03], [0.08, 0.06, 0.05], [-1.14, -0.40, -0.29], [0.04, 0.40, -0.36], [1.12, 0.66, 0.23], [0.15, 0.20, 0.58], [-0.06, -0.90, -0.28], [-0.46, -0.26, -0.15], [-0.07, -0.08, -0.05], [-0.01, 0.03, -0.04], [-0.09, -0.02, -0.04], [-0.01, 0.01, -0.01], [-0.07, -0.10, 0.03], [0.04, -0.24, -0.06], [0.44, 0.28, 0.19], [-0.05, 0.37, 0.17]],
  "de_lowest_kcal_mol": 0.00,
  "homo_lumo_gap_ha": 0.36722
}